Entry 1:
{"formula": "C29H28Cl4NNiO4S2", "method": "ωB97M-V/def2-TZVPD", "elements": ["Ni", "Cl", "C", "C", "Cl", "C", "Cl", "C", "O", "C", "O", "C", "Cl", "C", "N", "C", "C", "C", "C", "C", "C", "C", "C", "H", "H", "H", "H", "H", "H", "H", "H", "H", "H", "H", "H", "C", "S", "C", "O", "H", "H", "H", "H", "H", "H", "O", "S", "C", "C", "C", "C", "C", "C", "C", "C", "C", "C", "C", "C", "H", "H", "H", "H", "H", "H", "H", "H", "H", "H"], "positions_angstrom": [[1.337193, 0.803975, 0.178242], [-3.595007, 5.489575, 0.676342], [-2.097607, 4.698875, 0.328042], [-0.969907, 5.445975, 0.018442], [-1.071207, 7.172175, -0.026558], [0.234693, 4.804775, -0.247858], [1.633293, 5.750275, -0.648358], [0.367193, 3.405175, -0.209658], [1.461493, 2.792475, -0.414958], [-0.827307, 2.615075, 0.111742], [-0.723307, 1.346875, 0.188042], [-2.017907, 3.312675, 0.358342], [-3.442707, 2.396875, 0.732942], [0.442093, -0.490825, 2.716042], [1.250793, 0.690175, 2.426742], [0.602393, 1.861575, 3.008042], [2.623893, 0.558475, 2.951042], [3.681693, 0.521675, 1.865542], [5.014093, 0.538875, 2.262342], [6.029693, 0.557575, 1.325442], [5.699793, 0.557875, -0.017658], [4.369293, 0.533975, -0.409358], [3.313293, 0.512475, 0.509642], [0.361193, -0.666425, 3.802242], [0.883193, -1.368325, 2.247542], [-0.557107, -0.351125, 2.303242], [0.520093, 1.767175, 4.103442], [-0.398707, 1.970975, 2.595742], [1.170893, 2.757975, 2.763642], [2.704093, -0.343625, 3.574642], [2.838493, 1.412775, 3.604542], [5.254693, 0.548075, 3.319542], [7.065093, 0.581775, 1.640242], [6.485693, 0.588575, -0.762358], [4.148393, 0.562275, -1.470358], [2.855193, -2.200825, -2.221658], [1.259993, -2.340825, -1.297258], [2.042293, -3.115325, 0.172642], [0.939193, -0.954125, -0.910858], [3.191493, -3.197125, -2.485558], [3.583893, -1.690125, -1.603258], [2.653793, -1.622125, -3.116158], [2.577293, -4.002125, -0.146658], [1.240893, -3.389025, 0.849242], [2.711093, -2.389525, 0.625842], [-0.878507, -2.895325, -0.175058], [-1.563707, -1.575325, -0.118558], [-3.319107, -2.089925, 0.023242], [-4.304307, -1.166625, 0.326642], [-5.621007, -1.588125, 0.430042], [-5.942707, -2.923925, 0.241342], [-4.949207, -3.843125, -0.056458], [-3.634907, -3.423825, -0.161258], [-1.819407, -1.055325, -1.832858], [-2.272707, 0.230875, -2.063558], [-2.365507, 0.695575, -3.362958], [-2.005307, -0.123925, -4.421458], [-1.573107, -1.418325, -4.179858], [-1.479207, -1.890325, -2.880558], [-4.044207, -0.130325, 0.473942], [-6.395007, -0.868425, 0.659642], [-6.970407, -3.250425, 0.314342], [-5.196807, -4.884825, -0.207658], [-2.838707, -4.117825, -0.384358], [-2.512607, 0.872775, -1.234058], [-2.695307, 1.707875, -3.546458], [-2.052707, 0.253775, -5.433358], [-1.292207, -2.060825, -5.003858], [-1.120407, -2.889725, -2.677858]], "forces_ev_per_a": [[0.41, 0.85, 0.18], [-0.22, 0.13, 0.04], [0.36, 0.89, -0.18], [-0.79, -0.13, 0.20], [0.00, 0.19, -0.01], [0.28, -0.45, -0.13], [0.18, -0.11, 0.00], [-1.37, 0.39, 0.36], [1.15, -1.21, 0.04], [0.07, 2.09, -0.11], [1.38, -2.01, 0.15], [0.54, -0.58, -0.17], [-0.19, -0.27, 0.17], [-0.05, -0.04, 0.08], [0.06, -0.15, 0.05], [-0.19, 0.21, -0.03], [0.15, -0.01, -0.18], [-0.35, -0.08, -0.13], [-0.01, -0.08, 0.04], [0.09, -0.04, 0.12], [0.06, -0.07, -0.18], [-0.36, -0.01, -0.09], [-1.16, 0.50, 0.07], [0.00, 0.00, -0.06], [0.06, -0.07, 0.00], [0.04, 0.06, -0.01], [0.06, 0.00, -0.05], [0.00, -0.03, -0.05], [0.01, 0.00, -0.02], [-0.06, 0.09, -0.02], [-0.07, -0.13, -0.01], [0.03, 0.02, 0.09], [0.04, 0.01, 0.01], [0.00, 0.01, -0.07], [-0.05, 0.06, -0.05], [-0.69, 0.12, 0.45], [2.46, -1.38, -0.31], [-0.53, 0.19, -0.46], [-0.45, 1.26, 0.32], [0.02, -0.20, -0.05], [0.11, 0.07, 0.09], [-0.07, 0.07, -0.13], [0.13, -0.14, -0.08], [-0.09, 0.01, 0.03], [0.12, 0.16, -0.05], [0.19, -0.62, 0.28], [-1.69, -0.03, -0.46], [0.16, 0.15, 0.28], [0.02, 0.01, 0.02], [-0.02, 0.03, 0.00], [-0.11, -0.01, -0.06], [-0.05, 0.06, 0.01], [0.26, -0.07, -0.03], [0.27, 0.25, 0.04], [-0.01, 0.06, 0.01], [-0.04, -0.03, -0.07], [0.00, 0.02, -0.06], [-0.01, -0.01, -0.09], [0.00, -0.21, 0.13], [0.02, 0.15, 0.04], [-0.03, 0.02, 0.02], [-0.08, 0.00, 0.04], [-0.01, -0.05, 0.00], [0.08, -0.07, 0.00], [0.01, 0.11, 0.10], [-0.03, 0.07, 0.02], [-0.01, -0.01, -0.07], [0.00, -0.03, -0.04], [-0.03, -0.04, 0.04]], "e_homo_ev": [-3.4, -3.4], "charge": -1, "de_lowest_kj_mol": 164.70, "lumo_energy_ev": [2.1, 2.1]}

Entry 2:
{"formula": "C20H40NP3S2Y", "method": "ωB97M-V/def2-TZVPD", "elements": ["Y", "P", "P", "P", "H", "C", "C", "H", "C", "C", "C", "C", "C", "C", "C", "C", "C", "H", "H", "H", "H", "H", "H", "H", "H", "H", "H", "H", "H", "H", "H", "H", "H", "H", "H", "H", "H", "H", "H", "H", "H", "H", "H", "H", "H", "H", "C", "C", "C", "C", "C", "C", "S", "H", "H", "H", "H", "H", "H", "S", "C", "C", "N", "C", "H", "H", "H"], "positions_angstrom": [[0.344522, 0.811734, 0.607200], [-2.021934, -0.993654, 1.523286], [1.295815, -1.911525, 1.218309], [-2.273390, 1.908947, -0.338055], [4.324974, 1.107815, -4.788688], [3.833552, 2.062332, -4.559840], [4.035501, 2.726865, -3.426057], [4.710829, 2.359522, -2.659713], [-2.682766, -2.179854, 0.268991], [-1.727764, -2.134720, 2.934484], [-3.615688, -0.313818, 2.149614], [3.059747, -1.879912, 0.713960], [1.581086, -2.844527, 2.789310], [0.741470, -3.252704, 0.074419], [-1.798482, 3.198689, -1.557807], [-3.511043, 2.864321, 0.632655], [-3.401107, 0.923013, -1.417591], [3.253448, 2.499931, -5.384299], [3.649710, 3.741293, -3.315982], [-3.580647, -2.667849, 0.675826], [-1.936633, -2.945075, 0.024965], [-2.949391, -1.651963, -0.656534], [-2.693790, -2.536664, 3.274571], [-1.266964, -1.588351, 3.769740], [-1.077736, -2.976259, 2.664566], [-4.196780, -1.138880, 2.591335], [-4.217897, 0.148840, 1.357348], [-3.426712, 0.431168, 2.934808], [3.481111, -2.886813, 0.819455], [3.591719, -1.176715, 1.363206], [3.168693, -1.556089, -0.322979], [1.609263, -3.927075, 2.596009], [0.808553, -2.629122, 3.532172], [2.545940, -2.538430, 3.214394], [1.529512, -4.016394, -0.021597], [0.550726, -2.809876, -0.915393], [-0.176177, -3.732090, 0.440140], [-2.703896, 3.520201, -2.094826], [-1.053312, 2.808143, -2.266212], [-1.351184, 4.057573, -1.037632], [-4.085832, 3.520899, -0.037222], [-2.981627, 3.484741, 1.367296], [-4.206677, 2.215396, 1.178689], [-3.944131, 1.592130, -2.099451], [-4.126477, 0.353335, -0.825422], [-2.802826, 0.222430, -2.011955], [2.129750, 0.952413, -2.103185], [1.355705, 0.638231, -3.241329], [1.618062, -0.505724, -3.980171], [2.697661, -1.333406, -3.623893], [3.580768, -0.937982, -2.595910], [3.305524, 0.202468, -1.831514], [1.714187, 2.353261, -1.218927], [-0.128271, 0.048622, -1.179919], [0.555060, 1.335343, -3.499334], [0.967664, -0.780670, -4.809554], [2.842869, -2.278456, -4.147409], [4.462573, -1.554445, -2.363765], [3.941741, 0.524578, -0.996957], [0.347690, 0.351710, 4.802988], [-1.034233, 1.424990, 4.777756], [-1.183746, 2.012386, 3.564060], [-0.214912, 1.621335, 2.631022], [0.692748, 0.762693, 3.169522], [-1.666754, 1.612335, 5.643316], [-1.973643, 2.726831, 3.299086], [1.684246, 0.552528, 2.724624]], "forces_ev_per_a": [[-0.87, 0.03, 0.33], [-0.65, -0.77, -0.11], [1.10, -1.43, -0.49], [-0.77, 0.63, -1.28], [-0.28, 0.32, 0.27], [0.01, -0.21, -0.82], [0.38, 0.35, -0.28], [-0.02, 0.08, -0.04], [0.09, 0.13, -0.05], [0.16, -0.07, 0.19], [-0.05, 0.38, 0.05], [0.04, 0.30, -0.13], [-0.31, 0.50, 0.50], [-0.29, 0.25, -0.10], [0.29, 0.08, 0.03], [0.28, 0.00, 0.64], [0.32, -0.36, 0.12], [0.23, -0.18, 0.42], [-0.10, -0.30, 0.21], [0.27, 0.10, -0.14], [-0.30, 0.23, 0.04], [0.05, -0.21, 0.29], [0.34, 0.06, -0.13], [-0.20, -0.26, -0.22], [-0.23, 0.23, 0.04], [0.20, 0.29, -0.23], [0.21, -0.19, 0.25], [-0.14, -0.17, -0.20], [-0.01, 0.25, 0.08], [0.19, -0.16, -0.10], [-0.04, -0.21, 0.38], [-0.03, 0.37, -0.06], [0.20, -0.22, -0.08], [-0.20, -0.08, -0.14], [-0.24, 0.31, 0.15], [-0.04, -0.25, 0.22], [0.34, 0.10, -0.16], [0.36, -0.02, 0.16], [-0.34, 0.17, 0.17], [-0.12, -0.15, -0.20], [0.25, -0.25, 0.10], [-0.23, 0.04, -0.20], [0.23, 0.18, -0.21], [0.16, -0.12, 0.29], [0.17, 0.12, -0.18], [-0.22, 0.11, 0.00], [0.24, 1.12, 0.79], [-1.02, -0.67, -1.09], [-0.23, 0.00, 0.11], [-0.25, 0.36, 0.03], [0.20, 0.58, 0.82], [0.71, -1.14, -0.37], [0.14, -0.38, 0.63], [-0.33, -0.54, -1.40], [0.20, -0.38, -0.07], [0.22, 0.10, 0.14], [0.12, 0.28, 0.05], [-0.46, 0.37, -0.17], [-0.18, -0.23, -0.48], [-0.40, 1.14, -0.63], [0.52, -0.33, 0.03], [0.64, -0.47, -0.70], [0.75, -0.28, 1.49], [-1.22, 1.36, 1.32], [0.28, -0.30, -0.09], [0.53, -0.45, 0.01], [-0.62, -0.13, 0.23]], "e_homo_ev": [-17.3, -17.3], "charge": 3, "de_lowest_kj_mol": 304.45, "lumo_energy_ev": [-12.2, -12.7]}

Entry 3:
{"formula": "C4H4O2", "method": "ωB97M-V/def2-TZVPD", "elements": ["O", "C", "C", "C", "C", "O", "H", "H", "H", "H"], "positions_angstrom": [[0.591988, 1.387836, 2.021411], [0.918360, 0.802758, 0.781976], [-0.226187, 0.204970, 0.082341], [-0.942433, -0.561615, -0.517727], [-1.408987, -1.802037, -1.115155], [-0.602818, -2.630535, -1.474376], [0.996711, 2.258669, 2.052697], [1.579567, -0.061913, 0.934220], [1.442692, 1.496313, 0.109468], [-2.495145, -1.975025, -1.196340]], "forces_ev_per_a": [[-0.03, 0.21, -0.03], [0.10, -0.22, -0.33], [-0.25, -0.45, -0.16], [0.53, 0.25, 0.25], [0.16, -0.20, -0.06], [-0.47, 0.23, -0.01], [-0.08, -0.01, 0.10], [0.11, 0.23, 0.11], [-0.18, -0.10, 0.13], [0.11, 0.07, 0.00]], "e_homo_ev": -10.3, "smiles": "O=CC#CCO", "charge": 0, "de_lowest_kj_mol": 227.65, "lumo_energy_ev": 0.2}

Entry 4:
{"formula": "C4H8N2", "method": "ωB97M-V/def2-TZVPD", "elements": ["C", "C", "C", "C", "H", "H", "H", "H", "H", "H", "H", "H", "N", "N"], "positions_angstrom": [[2.628835, 0.168322, 0.084876], [1.153930, 0.164444, 0.139150], [-1.745739, 0.818595, -0.257699], [-1.758752, -0.247720, 0.636294], [2.930187, 1.030181, -0.423335], [3.093671, 0.098858, 1.047092], [3.104898, -0.713125, -0.426811], [0.628082, 1.153785, 0.401944], [-1.030656, 1.664837, 0.149342], [-2.525545, 0.959726, -0.934320], [-2.350588, -1.282287, 0.861994], [-1.199376, -0.050622, 1.637369], [0.410513, -0.706827, -0.349845], [-1.027702, -0.476487, -0.497155]], "forces_ev_per_a": [[0.60, -2.71, 0.06], [-1.57, 2.57, -0.29], [2.94, 2.59, -0.13], [-0.79, -5.99, 7.05], [0.64, 1.46, -0.61], [0.10, 0.55, 0.85], [-1.02, 0.68, 0.08], [1.21, -1.03, 0.11], [-2.17, -1.24, -1.23], [-0.84, 0.81, -1.13], [-0.15, 3.19, -0.45], [-0.60, -0.19, -1.71], [-0.70, -1.05, -0.69], [2.33, 0.36, -1.92]], "e_homo_ev": -9.1, "smiles": "C/C=N/N1CC1", "charge": 0, "de_lowest_kj_mol": 423.10, "lumo_energy_ev": 1.1}

Entry 5:
{"formula": "C5H8N", "method": "ωB97M-V/def2-TZVPD", "elements": ["C", "C", "C", "C", "C", "N", "H", "H", "H", "H", "H", "H", "H", "H"], "positions_angstrom": [[-1.192283, 0.488321, 0.494513], [-2.256619, 0.997015, 0.815357], [-0.025850, 0.602289, -0.386046], [1.276776, 1.680557, -0.185084], [-0.534189, -1.924932, 0.005148], [-0.121530, -0.598843, 0.410667], [-0.262558, 0.597559, -1.499845], [1.140833, 2.111375, 0.846808], [1.173812, 2.388238, -1.111232], [2.182073, 1.047628, -0.169468], [-1.627066, -2.117467, 0.082455], [-0.196063, -1.924805, -1.044478], [0.061655, -2.767832, 0.419010], [0.381009, -0.579100, 1.322195]], "forces_ev_per_a": [[6.28, -3.05, -1.59], [-5.14, 2.28, 1.73], [2.36, 3.19, -2.42], [-2.65, -1.28, -0.10], [0.06, -1.93, -2.45], [-1.31, 1.21, 3.09], [0.22, -0.98, 1.59], [0.22, 0.13, -1.38], [0.47, -1.18, 2.18], [-0.34, 0.49, -0.42], [0.96, 0.35, 0.08], [-0.77, -0.45, 0.06], [-0.37, 1.04, 0.50], [0.00, 0.17, -0.86]], "e_homo_ev": -15.7, "charge": 1, "de_lowest_kj_mol": 724.01, "lumo_energy_ev": -6.3}

Entry 6:
{"formula": "H14O7", "method": "ωB97M-V/def2-TZVPD", "elements": ["O", "H", "H", "O", "H", "H", "O", "H", "H", "O", "H", "H", "O", "H", "H", "O", "H", "H", "O", "H", "H"], "positions_angstrom": [[-6.952432, -6.378806, 2.571162], [-6.863273, -7.353896, 2.721058], [-7.744396, -6.067251, 3.010665], [-4.424082, -5.900465, 1.137182], [-4.629420, -5.481684, 0.322099], [-5.188624, -5.760638, 1.695200], [-6.173462, -9.634793, -1.180657], [-5.431064, -9.372982, -0.606762], [-6.754225, -8.883733, -1.048992], [-6.006119, -8.721407, 1.613276], [-6.476369, -9.558014, 1.403845], [-5.120641, -8.934690, 2.030307], [-2.628951, -8.493167, 0.484286], [-3.169890, -7.745261, 0.744988], [-1.944641, -8.638183, 1.107608], [-7.136458, -6.920684, -0.696335], [-7.930339, -6.496695, -0.397941], [-6.621895, -7.028476, 0.113773], [-7.881929, -10.635712, 0.613593], [-8.801502, -10.418014, 0.678303], [-7.423094, -10.384781, -0.222164]], "forces_ev_per_a": [[0.22, -0.67, 0.04], [-0.13, 0.94, -0.39], [-0.07, -0.07, 0.17], [0.76, -0.72, 0.72], [-0.23, 0.59, -1.15], [-0.51, -0.05, 0.40], [0.54, -0.17, 0.26], [-0.08, -0.35, -0.32], [-0.35, 0.83, -0.41], [1.39, -0.48, 0.78], [0.09, 0.20, 0.30], [-1.58, 0.13, -0.87], [-1.09, -0.40, -1.26], [0.07, 0.45, 0.34], [0.82, 0.11, 0.99], [0.60, -0.37, -0.18], [-0.68, 0.34, 0.17], [0.12, -0.06, 0.22], [1.21, -0.42, 0.52], [-0.49, 0.33, -0.51], [-0.64, -0.17, 0.19]], "e_homo_ev": -11.3, "smiles": "O.O.O.O.O.O.O", "charge": 0, "de_lowest_kj_mol": 98.61, "lumo_energy_ev": 0.3}

Please write out number 3 again, unchanged.
{"formula": "C4H4O2", "method": "ωB97M-V/def2-TZVPD", "elements": ["O", "C", "C", "C", "C", "O", "H", "H", "H", "H"], "positions_angstrom": [[0.591988, 1.387836, 2.021411], [0.918360, 0.802758, 0.781976], [-0.226187, 0.204970, 0.082341], [-0.942433, -0.561615, -0.517727], [-1.408987, -1.802037, -1.115155], [-0.602818, -2.630535, -1.474376], [0.996711, 2.258669, 2.052697], [1.579567, -0.061913, 0.934220], [1.442692, 1.496313, 0.109468], [-2.495145, -1.975025, -1.196340]], "forces_ev_per_a": [[-0.03, 0.21, -0.03], [0.10, -0.22, -0.33], [-0.25, -0.45, -0.16], [0.53, 0.25, 0.25], [0.16, -0.20, -0.06], [-0.47, 0.23, -0.01], [-0.08, -0.01, 0.10], [0.11, 0.23, 0.11], [-0.18, -0.10, 0.13], [0.11, 0.07, 0.00]], "e_homo_ev": -10.3, "smiles": "O=CC#CCO", "charge": 0, "de_lowest_kj_mol": 227.65, "lumo_energy_ev": 0.2}